1.
7
Properties=species:S:1:pos:R:3:forces:R:3:nbo_charge:R:1 method="wB97M-V/def2-TZVPD" homo_energy_ev="-4.620 / -4.679" de_lowest_kj_mol=473.9 gap_ev="7.145 / 8.438" max_force_ev_per_a=5.0 total_charge=-1
S 0.591908 0.276762 -0.005981 4.79 -1.11 1.10 1.78
F -1.145138 -1.301817 -0.397749 -0.36 1.36 -0.26 -0.40
F 0.861201 1.669983 0.952060 -0.71 -1.34 -0.87 -0.53
F -1.828753 0.410019 0.853992 0.34 -0.14 -0.79 -0.40
O 1.826578 -1.427419 0.685889 -1.72 2.54 -0.74 -0.72
O 1.102630 0.627696 -1.302695 0.49 0.03 0.16 -0.88
C -1.126834 0.150312 -0.342516 -2.84 -1.34 1.40 0.15

***

2.
7
Properties=species:S:1:pos:R:3:forces:R:3:nbo_charge:R:1 method="wB97M-V/def2-TZVPD" homo_energy_ev="-16.778 / -16.778" de_lowest_kj_mol=0.0 gap_ev="5.361 / 5.360" max_force_ev_per_a=2.7 total_charge=+1
F -0.265604 -0.151727 0.254846 0.64 2.40 1.11 -0.37
F 1.075388 2.395145 -0.142451 0.05 -0.88 -0.56 0.05
F 1.924242 0.673802 -0.815474 -0.45 0.68 -0.01 0.05
F -1.580696 -1.188615 1.634173 0.12 0.31 -0.66 -0.24
O -1.046017 -1.978840 -0.412467 -1.25 -1.15 0.14 -0.48
N 0.950671 1.447856 -0.966857 0.49 0.20 0.47 0.87
C -1.057984 -1.197622 0.448230 0.41 -1.54 -0.49 1.12

***

3.
8
Properties=species:S:1:pos:R:3:forces:R:3:nbo_charge:R:1 method="wB97M-V/def2-TZVPD" homo_energy_ev=-9.754 de_lowest_kj_mol=0.0 gap_ev=9.558 max_force_ev_per_a=1.9 total_charge=0
P 0.361572 -1.068347 0.068940 -0.33 -1.31 0.05 1.15
P -0.492355 -0.365645 -1.799556 -0.22 1.84 -0.08 1.18
F 0.663822 0.679358 -2.182177 0.55 -0.74 -0.47 -0.58
F -1.240549 0.803359 -1.003352 -1.48 0.14 0.02 -0.59
F 1.370743 -1.884448 -0.885909 0.50 -0.61 0.51 -0.58
F -0.836802 -2.180788 0.266670 0.97 0.67 -0.03 -0.58
O -0.101468 2.453567 2.482495 -0.07 0.16 -0.11 -0.50
C 0.275037 1.562943 3.052887 0.07 -0.16 0.11 0.49

***

4.
7
Properties=species:S:1:pos:R:3:forces:R:3:nbo_charge:R:1 method="wB97M-V/def2-TZVPD" homo_energy_ev="-10.209 / -11.302" de_lowest_kj_mol=260.7 gap_ev="9.195 / 10.596" max_force_ev_per_a=1.8 total_charge=0
F -0.337623 -2.336340 0.280291 -0.16 -0.83 -0.58 -0.18
F 0.040961 1.708261 0.562738 -0.64 -0.51 -0.93 -0.32
F -1.432955 0.911257 -0.936964 -0.20 0.10 0.67 -0.31
F 0.510551 1.520605 -1.559653 0.41 0.00 0.01 -0.32
F 1.389151 -1.486151 1.187719 -1.33 0.07 -0.21 -0.24
N 0.006274 -1.326095 1.029926 1.49 0.83 0.69 0.40
C -0.176359 1.008464 -0.564058 0.44 0.33 0.35 0.97

***

| no. | E (Eh) |
| --- | --- |
| 1 | -886.19714 |
| 2 | -566.99115 |
| 3 | -1195.61083 |
| 4 | -591.96174 |